(1)
The following is a DFT calculation (ωB97M-V/def2-TZVPD) of a structure of composition C37H69BrN2OSi2 in a non-equilibrium geometry.

Computed properties:
Molecular weight in g/mol: 694.05
LUMO in eV: -1.932
Multiplicity: 1
Orbital gap in eV: 2.5

Last column: Mulliken charge in e.
Cartesian coordinates (Å):
H 3.200 1.239 -1.694  -0.500
N -7.810 -2.234 0.094  -0.207
H 5.595 2.886 3.734  0.501
H -1.551 -3.735 1.625  0.362
H 8.868 -0.497 1.663  0.411
H 7.426 -3.142 -2.217  0.302
H -10.321 -3.084 -1.603  0.249
H -8.508 -2.206 3.172  0.244
H -7.126 -1.318 3.830  0.351
C -5.774 -0.234 0.998  -0.875
H 5.446 -4.732 -1.026  0.311
H 0.965 -1.930 1.045  -0.331
H 1.003 3.625 2.700  0.301
H 0.688 1.833 2.455  0.199
H -8.354 -0.459 2.902  0.310
H 4.131 0.824 0.371  -0.196
C 8.004 0.223 1.687  0.203
H -0.781 4.371 -2.677  0.387
C -0.578 3.262 1.193  -0.948
H 5.115 -0.002 -1.335  -0.085
H 0.248 2.015 -6.458  0.308
C 4.179 3.496 2.444  -0.738
H -2.426 1.378 1.796  0.302
H -8.049 1.078 -0.490  0.302
Si -9.031 -1.223 -0.554  0.160
H 4.816 -1.761 -0.138  -0.614
C 5.554 2.230 -1.713  -0.080
H -10.018 -0.063 1.431  0.312
H 5.091 -3.417 -2.335  0.335
H -6.170 -4.058 2.063  0.345
H 0.346 -4.988 0.686  0.338
C 3.368 2.354 1.674  -0.336
C -1.108 2.208 0.118  0.102
H -2.924 0.918 0.072  0.063
H -9.116 0.880 -1.879  0.364
H -9.149 -2.403 -2.750  0.244
C 1.173 3.165 -2.650  0.021
H -7.489 0.184 -1.917  0.238
C 5.444 -3.621 -1.275  -0.573
C 4.534 -2.868 -0.204  0.239
C 2.025 2.745 0.928  0.364
H -1.690 2.726 -0.701  0.358
H -10.708 -1.686 1.230  0.246
H -1.434 3.570 -5.106  0.341
C -8.350 0.380 -1.274  -1.057
H 2.465 1.155 -5.355  0.293
C 2.981 -2.936 -0.672  -0.021
C -1.876 -1.618 1.110  -0.160
H -4.996 -3.374 0.920  0.189
H 6.228 3.640 2.364  0.397
H -1.378 3.341 2.007  0.404
H -4.997 -0.104 1.763  0.208
H 2.926 -3.105 -1.788  0.426
H 1.823 2.079 0.029  -0.227
C -0.116 3.669 -3.272  -0.506
H 6.271 3.131 0.212  0.520
C 3.451 1.656 -2.717  0.919
Br 3.457 3.943 4.232  -0.095
H -1.132 -2.630 2.993  0.369
C -5.623 -3.153 1.788  -0.962
C -1.035 -2.740 1.861  -0.962
H -4.971 -2.876 2.625  0.227
H 2.153 3.804 0.506  0.271
H 5.047 0.900 2.694  0.512
C 0.471 -2.892 1.374  0.142
H -0.509 4.300 0.720  0.311
H 7.605 -3.750 -0.492  0.311
C 0.500 2.324 -5.395  -0.483
C -10.370 -0.793 0.698  -1.048
H 4.678 -3.284 0.841  0.428
H 7.032 -2.041 -0.805  0.032
H -0.542 -0.327 -0.082  0.224
C -9.871 -2.157 -1.967  -1.020
C 2.305 -4.152 0.110  -0.848
H -11.238 -0.355 0.191  0.354
H 2.534 -1.924 -0.425  -0.187
H 1.394 3.526 -1.609  0.191
N 5.577 2.910 2.702  0.041
C 0.702 -4.002 0.247  -0.566
H 3.737 0.768 -3.380  0.262
H 6.496 2.779 -2.057  0.406
C 6.974 -3.112 -1.180  -0.813
H -6.368 0.682 0.978  0.500
H 2.758 -4.234 1.157  0.342
C -7.802 -1.398 2.970  -1.066
C 2.121 2.239 -3.349  0.011
C 5.641 1.590 2.002  0.020
H 1.066 -3.254 2.284  0.259
C 5.262 2.824 -0.232  -0.853
H 2.556 -5.134 -0.403  0.316
H 3.013 1.540 2.399  0.456
C 1.771 1.831 -4.777  -0.544
H -5.278 -0.351 0.031  0.201
O 4.529 2.609 -2.655  -0.461
C 5.923 0.688 -1.716  -0.670
C 7.024 0.956 1.714  -1.438
H 6.258 0.328 -2.742  0.428
C -2.039 1.057 0.772  -0.384
H -2.322 -2.006 0.134  0.286
C -0.461 3.220 -4.660  -0.490
H 4.381 4.421 1.819  0.423
H -10.662 -1.543 -2.411  0.272
C -1.113 -0.233 0.908  -0.196
H -0.195 1.738 -0.387  -0.221
Si -6.822 -1.743 1.398  -0.075
H 0.204 -3.729 -0.728  0.257
C 0.766 2.827 1.914  -0.678
H 4.578 3.717 -0.384  0.240
C 4.596 1.772 0.771  0.813
H 6.804 0.565 -0.998  0.238
H -0.316 -0.109 1.708  -0.031
H -2.783 -1.400 1.773  -0.073

=====

(2)
The following is a DFT calculation (ωB97M-V/def2-TZVPD) of a cluster of 14 separate species, C37H70BrCl26N3OPS in total.

Computed properties:
Molecular weight in g/mol: 1637.71
LUMO in eV: -4.156
Total charge: +1
Multiplicity: 1
Orbital gap in eV: 7.2

Last column: Mulliken charge in e.
Cartesian coordinates (Å):
C -0.122 3.009 -7.862  -0.547
H -4.337 -1.245 -2.502  0.285
Cl 3.758 1.280 -3.036  -0.133
C -4.387 2.524 3.304  -0.407
H 5.826 0.333 -0.158  0.408
C 1.126 2.581 -8.585  -0.454
H 0.701 0.048 -5.906  0.070
N -1.765 0.331 -4.361  0.984
H -4.382 -1.254 -4.916  0.467
H -2.891 -1.880 7.671  0.396
H -1.703 -0.825 -6.099  0.631
Cl -3.643 -0.940 9.695  -0.157
C -2.797 -0.898 8.126  -0.590
H -0.652 -5.629 -3.428  -0.570
H 2.070 9.651 5.309  0.282
C 2.480 -7.622 -7.133  -0.327
H -2.639 -7.850 -4.455  -0.073
H 2.112 -6.735 -7.642  0.310
H -4.185 -5.964 -3.855  0.426
H 0.774 3.948 -1.849  0.151
H -3.309 -2.402 -5.688  0.186
Cl 5.944 -2.413 -2.040  -0.183
C 1.375 -1.270 -4.484  -0.682
H 4.043 9.192 6.641  0.328
C -0.051 -7.129 -2.005  -0.580
Cl -8.995 -1.382 10.962  -0.195
H 1.147 -3.255 -3.725  -0.383
Cl 3.393 7.235 7.762  -0.178
C 4.419 -2.897 -2.834  0.238
Cl -4.698 -8.261 -5.523  -0.194
H 1.911 -1.835 -5.244  0.494
C -2.462 1.144 -3.534  0.267
C 5.191 1.287 -1.957  -0.521
H -0.085 7.076 2.193  0.303
C 0.856 -2.252 -3.422  2.530
H 0.603 -1.433 -1.415  0.461
H 6.017 0.862 -2.523  0.404
H -6.702 -0.962 10.694  0.060
C -3.352 -1.606 -4.951  -0.346
H 3.814 7.837 5.527  0.215
Cl 4.035 -7.201 -6.365  -0.177
H -0.228 -2.219 -3.445  -1.182
Cl 2.860 4.866 1.901  -0.110
O -2.362 -3.275 -3.567  -0.492
H 2.262 -1.349 -2.005  0.079
Cl -7.728 -2.180 14.023  -0.190
H -7.377 -0.077 12.069  0.346
H 0.234 2.984 10.390  0.340
H -4.634 3.006 4.245  0.301
Cl -3.184 1.254 3.646  -0.195
N -3.371 -1.553 -2.478  -0.282
H 3.088 -9.634 -7.601  0.333
H -0.853 1.805 9.640  0.153
C 2.612 -8.784 -8.082  -0.461
Cl 3.681 1.172 0.325  -0.156
C -3.334 0.184 7.227  0.217
H -3.350 1.149 7.729  -0.201
H 3.584 -4.354 -4.126  -0.182
H -5.796 -1.930 12.717  0.255
H 1.268 5.540 3.493  0.231
H -4.675 4.204 2.018  0.356
Cl -2.536 4.494 2.934  -0.130
C -2.992 -2.238 -3.625  0.043
H -3.059 0.268 -5.965  0.837
H 2.306 6.880 3.000  0.356
H 0.910 1.873 -9.380  0.321
H 0.117 3.613 -6.991  0.280
C -6.841 -2.122 12.478  -0.406
N 0.292 -0.541 -5.182  0.188
H 4.046 -2.019 -3.361  -0.121
H -2.641 -7.294 -6.137  0.357
H 1.579 -2.877 -1.467  0.368
S -0.709 3.144 0.404  -0.358
Cl 7.036 3.444 0.822  -0.206
C 5.964 4.552 3.080  -0.464
H 0.839 -7.455 -1.475  0.442
C -7.352 -1.039 11.565  -0.208
C 4.569 -4.056 -3.777  -0.060
C 6.127 3.246 2.347  -0.008
H 5.149 2.848 2.084  -0.037
H -1.746 -0.708 8.337  0.327
Cl -4.996 -0.161 6.677  -0.203
C 4.917 0.443 -0.745  -0.169
H -0.643 3.971 8.356  0.255
H 2.081 -0.562 -4.054  -0.024
C 0.654 6.467 1.676  0.220
C 1.358 -1.955 -2.002  -1.367
C -1.852 1.885 -2.562  -0.967
C 3.391 8.360 6.380  -0.345
Cl 0.933 7.600 5.455  -0.149
Cl -0.589 -8.486 -3.035  -0.201
Br -4.295 1.352 -3.760  0.000
H 1.314 0.989 -3.269  -0.427
H -2.598 -5.437 -4.421  -0.749
Cl 1.608 -6.072 -3.903  -0.094
Cl -1.039 1.579 -7.297  -0.103
Cl 5.530 -3.628 -5.211  -0.192
Cl 2.278 1.806 -7.458  -0.139
C 2.011 8.883 6.077  -0.527
H 1.625 -9.082 -8.429  0.318
H -2.438 2.512 -1.906  0.403
H 5.425 2.317 -1.705  0.340
P 0.381 2.797 -1.156  0.636
H 5.041 -4.911 -3.298  0.430
H 4.572 -0.537 -1.046  -0.177
H -2.715 0.263 6.335  0.222
H 3.719 -3.156 -2.041  0.161
H 1.622 3.451 -9.010  0.354
C -2.446 -0.443 -5.416  -1.907
H 6.655 2.514 2.952  0.375
H -0.841 -6.937 -1.282  0.366
H -0.777 3.579 -8.517  0.389
H 0.169 5.599 1.245  -0.243
Cl 7.512 5.166 3.711  -0.199
H 0.417 -5.045 -2.151  0.056
H -3.262 -2.176 -1.684  0.320
H -6.921 -3.100 12.012  0.336
C -0.470 1.826 -2.449  0.301
C 1.724 6.038 2.642  -0.574
Cl -4.270 -4.891 -5.947  -0.225
Cl 3.570 -8.363 -9.523  -0.184
Cl -2.934 3.502 8.573  -0.204
H 5.305 4.405 3.933  0.327
C -3.878 3.515 2.291  -0.274
H -5.277 2.028 2.921  0.308
H -3.518 3.015 1.395  0.042
C 0.206 -5.884 -2.813  0.669
Cl -1.729 2.682 11.637  -0.171
H 5.541 5.317 2.434  0.236
C -1.307 3.868 9.212  -0.441
C -0.801 2.779 10.122  -0.315
C -3.216 -7.322 -5.214  -0.013
C -3.517 -5.938 -4.712  0.457
Cl 1.301 7.452 0.334  -0.211
C 0.237 1.032 -3.327  0.004
H -1.365 4.821 9.729  0.373
H 1.542 9.304 6.961  0.392
C -0.404 0.279 -4.280  -0.459
H 1.553 2.053 -0.966  -0.099
H 1.789 -7.880 -6.330  0.187

=====

Look up the LUMO of the second one.
-4.156 eV

=====

Number 1 is which compound?
C37H69BrN2OSi2

=====

Which value of LUMO does entry 2 give?
-4.156 eV

=====

What is the molecular weight in the second record?
1637.71 g/mol